*i*
Computed, not measured: the molecule C6H15N3O2, with ωB97M-V/def2-TZVPD.

Each line ends with the natural charge from an NBO analysis.
Cartesian coordinates (Å):
1 C -2.06 0.67 0.42  -0.6641
2 C -0.90 0.36 -1.72  -0.6157
3 C -1.20 -1.67 -0.32  -0.6109
4 C 0.15 0.13 2.09  -0.4127
5 C 2.82 -0.73 -0.38  -0.2757
6 C -1.01 -0.14 -0.23  0.1543
7 N 0.85 1.98 -0.34  0.1941
8 N 0.30 -0.05 0.66  -0.2982
9 N 1.20 0.89 0.25  0.1497
10 O 1.77 2.64 -0.84  -0.4256
11 O 2.58 0.44 0.42  -0.3766
12 H -2.50 0.42 1.36  0.2204
13 H -1.81 1.74 0.42  0.2346
14 H -2.96 0.69 -0.27  0.2225
15 H -0.16 -0.23 -2.19  0.2096
16 H -0.76 1.37 -1.95  0.2341
17 H -1.81 -0.01 -2.19  0.2158
18 H -0.27 -2.08 -0.38  0.2172
19 H -1.68 -2.05 0.54  0.2089
20 H -1.73 -2.03 -1.26  0.2095
21 H -0.35 -0.73 2.52  0.2022
22 H 1.16 0.23 2.46  0.2246
23 H -0.34 1.05 2.28  0.1856
24 H 2.00 -1.39 0.07  0.2080
25 H 3.86 -0.98 -0.02  0.2025
26 H 2.87 -0.52 -1.40  0.1859

Calculated values
SMILES: CON(N=O)N(C)C(C)(C)C
Net charge: 0
M, g/mol: 161.21
HOMO (alpha / beta), eV: -8.9 / -8.9
HOMO-LUMO gap (alpha / beta), eV: 9.68 / 9.68

*ii*
Computed, not measured: the molecule C6H15N3O2, with ωB97M-V/def2-TZVPD.

Each line ends with the natural charge from an NBO analysis.
Cartesian coordinates (Å):
1 C -2.24 -0.49 1.44  0.7545
2 C -0.71 1.13 -2.14  -0.6128
3 C 1.78 1.69 0.58  -0.6193
4 C -0.53 -0.27 -1.38  -0.2101
5 C 1.26 0.26 0.20  -0.2404
6 C -0.79 -1.06 1.13  0.3440
7 N -0.92 -2.38 0.64  -0.8498
8 N 0.02 -0.93 2.33  -0.8439
9 N -0.11 -0.07 0.02  -0.5270
10 O -2.29 0.82 1.36  -0.6597
11 O -3.13 -1.20 1.85  -0.5882
12 H 0.25 1.61 -2.39  0.2017
13 H -1.20 0.97 -3.06  0.2099
14 H -1.26 1.84 -1.49  0.2027
15 H 0.94 2.26 1.01  0.2048
16 H 2.62 1.51 1.22  0.2126
17 H 2.18 2.14 -0.33  0.2037
18 H 0.04 -0.95 -1.93  0.1804
19 H -1.53 -0.81 -1.40  0.2033
20 H 1.51 -0.45 1.01  0.2216
21 H 1.78 -0.03 -0.66  0.1738
22 H -0.27 -3.03 0.85  0.3687
23 H -1.87 -2.62 0.99  0.3992
24 H -0.27 -0.22 2.95  0.3793
25 H 0.10 -1.76 2.84  0.3785
26 H -1.52 1.04 0.83  0.5123

Calculated values
SMILES: CCN(CC)C(N)(N)C(=O)O
Net charge: 0
M, g/mol: 161.21
HOMO, eV: -8.5
HOMO-LUMO gap, eV: 9.37

*iii*
Computed, not measured: a cluster of 2 separate species, C6H15N3O2 in total, with ωB97M-V/def2-TZVPD.

Each line ends with the natural charge from an NBO analysis.
Cartesian coordinates (Å):
1 C -2.28 2.12 -0.01  -0.4557
2 C -3.62 2.97 0.07  -0.6260
3 C -1.47 2.21 -1.45  0.8056
4 O -1.70 0.86 -1.55  -0.8564
5 O -0.87 2.55 -2.28  -0.4750
6 H -4.37 2.35 0.68  0.2076
7 H -3.87 3.15 -0.97  0.2222
8 H -3.33 3.83 0.75  0.2168
9 H -1.50 2.36 0.77  0.2130
10 H -2.72 1.14 0.33  0.2225
11 C 2.51 -0.81 0.86  -0.2518
12 C 2.00 -0.51 2.35  -0.6122
13 C 1.41 -2.07 -0.76  0.6266
14 N 2.27 -2.09 0.31  -0.6304
15 N 0.82 -1.01 -1.21  -0.7960
16 N 1.53 -3.58 -1.19  -0.9068
17 H 1.94 -0.01 0.33  0.2498
18 H 3.55 -0.38 0.60  0.1848
19 H 0.90 -0.29 2.21  0.1990
20 H 2.43 0.38 2.76  0.2116
21 H 2.94 -2.85 0.35  0.4214
22 H -1.31 0.07 -1.20  0.5226
23 H 0.37 -1.13 -2.02  0.3553
24 H 1.00 -4.26 -0.63  0.3834
25 H 1.28 -3.70 -2.14  0.3651
26 H 2.08 -1.32 3.04  0.2029

Calculated values
SMILES: [H]/N=C(\N)NCC.CCC(=O)O
Net charge: 0
M, g/mol: 161.20
HOMO, eV: -9.2
HOMO-LUMO gap, eV: 9.88

If we sort the structures by their calculated energies, the order from most to least stable is *ii*, *iii*, *i*.

*i*
Computed, not measured: a structure of composition C23H26N5O5PRuSTe, with ωB97M-V/def2-TZVPD.

Each line ends with the natural charge from an NBO analysis.
Cartesian coordinates (Å):
1 Ru -0.15 -0.47 0.08  0.7648
2 O 0.50 3.90 3.31  -0.6616
3 C -0.82 3.86 3.10  0.3725
4 C -1.59 4.86 3.70  -0.2752
5 C -2.95 4.88 3.54  -0.1408
6 C -3.60 3.92 2.76  -0.2625
7 C -2.86 2.93 2.16  -0.1483
8 C -1.46 2.88 2.32  -0.2093
9 C -0.74 1.80 1.64  0.6221
10 O -1.40 0.97 0.92  -0.6471
11 N 0.59 1.71 1.84  -0.4705
12 N 1.09 0.68 1.13  -0.1522
13 C 2.34 0.40 1.08  0.0314
14 C 2.70 -0.72 0.19  0.1582
15 C 4.00 -1.15 -0.01  -0.2084
16 C 4.24 -2.19 -0.89  -0.1275
17 C 3.17 -2.76 -1.56  -0.2434
18 C 1.89 -2.29 -1.32  0.0738
19 N 1.65 -1.30 -0.46  -0.4107
20 H 0.92 3.14 2.86  0.5071
21 H -1.08 5.60 4.29  0.2357
22 H -3.53 5.67 4.01  0.2236
23 H -4.68 3.95 2.64  0.2232
24 H -3.33 2.18 1.55  0.2263
25 H 3.08 0.99 1.61  0.2275
26 H 4.80 -0.66 0.53  0.2443
27 H 5.25 -2.54 -1.05  0.2426
28 H 3.32 -3.57 -2.26  0.2471
29 H 1.02 -2.69 -1.83  0.2405
30 N -1.72 -3.83 6.09  -0.7459
31 C -0.62 -3.98 5.33  0.0720
32 S 0.64 -4.94 5.81  -0.0813
33 C -0.57 -3.21 4.06  -0.0527
34 C 0.35 -3.54 3.08  -0.1894
35 C 0.42 -2.79 1.92  0.0473
36 N -0.37 -1.73 1.69  -0.3915
37 C -1.29 -1.43 2.63  0.0362
38 C -1.41 -2.13 3.80  -0.1747
39 H -1.78 -4.36 6.95  0.4244
40 H -2.57 -3.43 5.73  0.3948
41 H 1.02 -4.38 3.21  0.2651
42 H 1.12 -3.05 1.15  0.2117
43 H -1.93 -0.59 2.40  0.2410
44 H -2.15 -1.78 4.52  0.2233
45 C 0.74 -0.16 -5.86  -0.6334
46 C 1.16 -0.01 -4.42  -0.0616
47 O 0.18 -0.68 -3.56  -0.8443
48 P -0.73 0.17 -2.61  2.0874
49 O 0.04 0.92 -1.53  -1.0541
50 Te -2.12 -1.40 -1.44  -0.0534
51 O -1.44 1.17 -3.60  -0.8328
52 C -2.33 2.20 -3.06  -0.0629
53 C -3.62 2.17 -3.84  -0.6313
54 H 1.51 0.26 -6.51  0.2276
55 H -0.20 0.36 -6.04  0.2256
56 H 0.61 -1.21 -6.12  0.2212
57 H 1.25 1.03 -4.13  0.1930
58 H 2.11 -0.51 -4.22  0.1901
59 H -1.80 3.14 -3.16  0.2011
60 H -2.49 2.01 -2.00  0.1933
61 H -3.42 2.29 -4.90  0.2238
62 H -4.25 3.00 -3.51  0.2291
63 H -4.15 1.24 -3.68  0.2178

Calculated values
Net charge: +1
M, g/mol: 744.20
HOMO (alpha / beta), eV: -10.7 / -10.7
2S+1: 2
HOMO-LUMO gap (alpha / beta), eV: 6.93 / 6.10

*ii*
Computed, not measured: a structure of composition C23H26N5O5PRuSTe, with ωB97M-V/def2-TZVPD.

Each line ends with the natural charge from an NBO analysis.
Cartesian coordinates (Å):
1 Ru 0.02 0.62 0.91  0.8977
2 O 2.89 -2.70 1.58  -0.6606
3 C 2.95 -2.70 2.93  0.4374
4 C 3.82 -3.55 3.61  -0.3213
5 C 3.86 -3.56 4.99  -0.1354
6 C 3.03 -2.72 5.72  -0.2500
7 C 2.17 -1.87 5.06  -0.1121
8 C 2.11 -1.84 3.66  -0.2478
9 C 1.25 -0.89 2.98  0.6189
10 O 1.26 -0.80 1.70  -0.6339
11 N 0.50 -0.05 3.68  -0.4002
12 N -0.10 0.85 2.93  -0.1816
13 C -0.76 1.85 3.48  0.0410
14 C -1.15 2.91 2.62  0.1416
15 C -1.85 4.03 3.09  -0.2089
16 C -2.17 5.04 2.22  -0.1334
17 C -1.74 4.93 0.89  -0.2477
18 C -1.02 3.81 0.50  0.0856
19 N -0.74 2.81 1.32  -0.4506
20 H 3.52 -3.35 1.23  0.4863
21 H 4.47 -4.19 3.04  0.2152
22 H 4.55 -4.22 5.49  0.2273
23 H 3.07 -2.74 6.79  0.2276
24 H 1.53 -1.19 5.61  0.2404
25 H -0.92 1.88 4.55  0.2285
26 H -2.14 4.07 4.13  0.2356
27 H -2.73 5.91 2.54  0.2377
28 H -1.95 5.71 0.18  0.2378
29 H -0.68 3.71 -0.52  0.2435
30 N 2.53 -3.91 -3.88  -0.7484
31 C 2.99 -2.69 -3.54  0.0863
32 S 4.48 -2.18 -4.17  -0.1005
33 C 2.27 -1.88 -2.61  -0.0569
34 C 1.23 -2.41 -1.80  -0.2342
35 C 0.59 -1.61 -0.91  0.1010
36 N 0.86 -0.30 -0.77  -0.4654
37 C 1.85 0.23 -1.51  0.0673
38 C 2.56 -0.51 -2.41  -0.1934
39 H 3.04 -4.44 -4.56  0.4260
40 H 1.55 -4.14 -3.76  0.3906
41 H 0.97 -3.46 -1.84  0.2297
42 H -0.18 -2.02 -0.26  0.2362
43 H 2.04 1.29 -1.36  0.2253
44 H 3.35 -0.05 -2.99  0.2663
45 C -1.89 -0.81 -4.80  -0.6278
46 C -0.96 -0.30 -3.72  -0.0650
47 O -1.54 -0.53 -2.42  -0.8424
48 P -1.88 0.70 -1.48  2.0991
49 O -0.79 1.70 -1.35  -1.1312
50 Te -2.55 -0.31 0.64  -0.0289
51 O -3.15 1.34 -2.20  -0.8320
52 C -3.85 2.42 -1.60  -0.0668
53 C -5.31 2.34 -2.02  -0.6225
54 H -1.40 -0.73 -5.77  0.2248
55 H -2.81 -0.22 -4.82  0.2228
56 H -2.15 -1.85 -4.61  0.2161
57 H -0.76 0.77 -3.84  0.1936
58 H -0.02 -0.85 -3.74  0.1814
59 H -3.39 3.36 -1.93  0.1857
60 H -3.76 2.35 -0.51  0.1832
61 H -5.37 2.32 -3.10  0.2220
62 H -5.85 3.19 -1.64  0.2229
63 H -5.75 1.43 -1.62  0.2166

Calculated values
Net charge: +1
M, g/mol: 744.20
HOMO (alpha / beta), eV: -10.8 / -10.8
2S+1: 2
HOMO-LUMO gap (alpha / beta), eV: 6.13 / 6.60

If we sort the structures by their calculated energies, the order from most to least stable is *i*, *ii*.

*i*
Computed, not measured: a cluster of 2 separate species, C7H15NO in total, with ωB97M-V/def2-TZVPD.

Each line ends with the natural charge from an NBO analysis.
Cartesian coordinates (Å):
1 C 1.78 3.14 1.51  -0.4630
2 C 1.22 2.75 0.36  0.0532
3 C -0.12 3.27 -0.10  -0.6574
4 C 1.89 1.77 -0.56  -0.6563
5 H 2.76 2.76 1.82  0.2114
6 H 1.28 3.86 2.17  0.2114
7 H -0.53 3.98 0.63  0.2171
8 H -0.83 2.43 -0.22  0.2296
9 H -0.01 3.78 -1.07  0.2304
10 H 1.25 0.88 -0.70  0.2281
11 H 2.06 2.23 -1.55  0.2304
12 H 2.86 1.44 -0.15  0.2175
13 O -0.31 -1.16 2.23  -0.6362
14 C 0.44 -0.21 2.02  0.6699
15 N -0.03 1.06 1.87  -0.6702
16 C 1.95 -0.35 1.93  -0.7180
17 C -1.45 1.34 1.94  -0.4177
18 H 0.63 1.82 1.70  0.4212
19 H 2.45 0.25 2.70  0.2245
20 H 2.22 -1.41 2.07  0.2422
21 H 2.31 -0.02 0.94  0.2238
22 H -1.61 2.42 1.79  0.1956
23 H -1.86 1.05 2.92  0.2097
24 H -2.00 0.78 1.16  0.2027

Calculated values
SMILES: CNC(C)=O.C=C(C)C
Net charge: 0
M, g/mol: 129.20
HOMO, eV: -9.2
HOMO-LUMO gap, eV: 9.97

*ii*
Computed, not measured: a cluster of 2 separate species, C7H15NO in total, with ωB97M-V/def2-TZVPD.

Each line ends with the natural charge from an NBO analysis.
Cartesian coordinates (Å):
1 C -1.21 -0.66 0.51  -0.2796
2 C -1.00 0.37 -1.02  -0.0978
3 C -2.26 -0.14 -0.44  -0.4480
4 C -1.24 -0.05 1.89  -0.6286
5 C -0.34 -0.20 -2.16  -0.7455
6 H -1.12 -1.73 0.48  0.2126
7 H -0.65 1.33 -0.66  0.2024
8 H -2.95 0.61 -0.05  0.2015
9 H -2.76 -0.90 -1.04  0.2125
10 H -2.20 -0.24 2.39  0.2091
11 H -0.88 -0.99 -2.67  0.2098
12 H 0.12 0.53 -2.83  0.2202
13 H -1.11 1.03 1.84  0.2046
14 H -0.48 -0.47 2.54  0.1925
15 H 0.65 -0.81 -1.62  0.3364
16 C 2.41 1.19 -0.03  -0.4214
17 N 1.84 0.23 0.89  -0.6194
18 C 1.31 -0.96 0.47  0.5322
19 O 1.53 -1.41 -0.69  -0.6590
20 H 1.60 0.54 1.82  0.3957
21 H 1.05 -1.64 1.29  0.1505
22 H 3.30 0.78 -0.50  0.2100
23 H 2.66 2.13 0.46  0.2084
24 H 1.74 1.45 -0.86  0.2008

Calculated values
SMILES: C[C@H]1C[C@@H]1C.CNC=O
Net charge: 0
M, g/mol: 129.20
HOMO, eV: -7.7
HOMO-LUMO gap, eV: 8.55

If we sort the structures by their calculated energies, the order from most to least stable is *i*, *ii*.

*i*
Computed, not measured: the molecule C3H5BrN2, with ωB97M-V/def2-TZVPD.

Each line ends with the natural charge from an NBO analysis.
Cartesian coordinates (Å):
1 C -0.36 -0.86 -0.27  0.2314
2 C -0.07 0.31 1.70  -0.6163
3 C -1.07 -0.03 0.52  -0.2262
4 N 0.16 -1.25 -1.26  -0.2112
5 N 0.95 -0.44 -1.99  -0.6376
6 Br -2.57 1.18 0.40  0.0747
7 H 0.76 -0.37 1.52  0.2137
8 H -0.41 0.25 2.70  0.2208
9 H 0.22 1.16 1.20  0.2199
10 H 0.94 0.64 -1.73  0.3418
11 H 1.46 -0.60 -2.79  0.3889

Calculated values
SMILES: CC(Br)=C=NN
Net charge: 0
M, g/mol: 148.99
HOMO, eV: -8.6
HOMO-LUMO gap, eV: 9.02

*ii*
Computed, not measured: the molecule C3H5BrN2, with ωB97M-V/def2-TZVPD.

Each line ends with the natural charge from an NBO analysis.
Cartesian coordinates (Å):
1 C 0.01 -1.19 -0.21  0.1060
2 C -0.09 1.22 -0.13  0.1319
3 C 0.61 0.01 0.41  -0.3560
4 N -0.72 -1.89 0.58  -0.5749
5 N -0.53 2.14 0.57  -0.5703
6 Br 2.50 0.06 -0.14  0.0076
7 H 0.24 -1.34 -1.29  0.1750
8 H -0.26 0.95 -1.22  0.1378
9 H 0.40 -0.11 1.42  0.2545
10 H -1.13 -2.65 0.02  0.3400
11 H -1.06 2.81 -0.01  0.3484

Calculated values
SMILES: [H]/N=C/C(Br)/C=N/[H]
Net charge: 0
M, g/mol: 148.99
HOMO, eV: -10.3
HOMO-LUMO gap, eV: 10.50

*iii*
Computed, not measured: the molecule C3H5BrN2, with ωB97M-V/def2-TZVPD.

Each line ends with the natural charge from an NBO analysis.
Cartesian coordinates (Å):
1 C -0.50 -0.03 0.07  0.0780
2 C -1.78 -0.50 0.05  -0.0325
3 C 0.40 1.18 -0.09  -0.6302
4 N -0.02 -1.50 -0.05  -0.4545
5 N -1.45 -1.84 0.00  -0.4691
6 Br -3.47 0.22 -0.05  0.1003
7 H 1.32 0.89 -0.39  0.2253
8 H -0.11 1.90 -0.80  0.2269
9 H 0.46 1.65 0.78  0.2164
10 H 0.54 -1.95 0.67  0.3654
11 H -1.90 -2.37 -0.79  0.3741

Calculated values
SMILES: Cc1[nH][nH]c1Br
Net charge: 0
M, g/mol: 148.99
HOMO, eV: -8.1
HOMO-LUMO gap, eV: 9.03

If we sort the structures by their calculated energies, the order from most to least stable is *ii*, *iii*, *i*.

*i*
Computed, not measured: the molecule C3H2ClN3O, with ωB97M-V/def2-TZVPD.

Each line ends with the natural charge from an NBO analysis.
Cartesian coordinates (Å):
1 C -0.11 -0.57 -0.80  0.1835
2 C -1.78 -0.94 -0.47  0.0879
3 C 0.17 0.28 0.40  0.5658
4 N -2.07 -0.36 0.62  -0.2401
5 N 0.50 -0.96 -1.81  -0.5159
6 N -0.99 0.32 1.12  -0.4438
7 O 1.21 0.83 0.71  -0.5422
8 Cl -2.75 -1.84 -1.46  0.1145
9 H 1.47 -0.67 -1.89  0.3706
10 H -1.14 0.85 1.97  0.4197

Calculated values
SMILES: [H]/N=C1\C(=O)NN=C1Cl
Net charge: 0
M, g/mol: 131.52
HOMO, eV: -9.7
HOMO-LUMO gap, eV: 8.87

*ii*
Computed, not measured: the molecule C3H2ClN3O, with ωB97M-V/def2-TZVPD.

Each line ends with the natural charge from an NBO analysis.
Cartesian coordinates (Å):
1 C 0.25 0.93 -0.07  -0.1209
2 C -0.52 -0.20 -0.05  -0.0704
3 C -3.04 -0.60 -0.10  0.6418
4 N -0.58 2.00 -0.12  -0.2087
5 N -1.78 1.62 -0.13  -0.0357
6 N -1.80 0.28 -0.09  -0.2651
7 O -2.97 -1.77 -0.20  -0.4772
8 Cl -4.43 0.36 0.06  0.0667
9 H 1.32 1.04 -0.04  0.2245
10 H -0.31 -1.25 -0.01  0.2450

Calculated values
SMILES: O=C(Cl)n1ccnn1
Net charge: 0
M, g/mol: 131.52
HOMO, eV: -10.4
HOMO-LUMO gap, eV: 10.34

If we sort the structures by their calculated energies, the order from most to least stable is *ii*, *i*.